1.
{"formula": "C43H55Br2N6O4P3SW", "method": "ωB97M-V/def2-TZVPD", "species": ["W", "Br", "C", "Br", "H", "H", "C", "S", "C", "C", "C", "N", "P", "C", "C", "C", "C", "C", "C", "C", "C", "C", "C", "C", "C", "P", "C", "C", "C", "C", "C", "C", "C", "C", "C", "C", "C", "C", "H", "H", "H", "H", "H", "H", "H", "H", "H", "H", "H", "H", "H", "H", "H", "H", "H", "H", "H", "H", "H", "H", "H", "H", "H", "H", "H", "H", "H", "C", "C", "C", "C", "C", "C", "C", "O", "C", "C", "C", "H", "H", "H", "H", "H", "H", "H", "H", "H", "H", "H", "H", "C", "O", "P", "O", "C", "O", "C", "H", "H", "H", "H", "H", "H", "H", "H", "H", "N", "N", "N", "C", "N", "N", "H", "H", "H"], "coordinates": [[0.33293, 0.64580, 0.39471], [0.22935, 3.45953, 0.77779], [-1.05915, 4.64715, -0.15274], [-2.33310, 3.72587, -1.19587], [-0.44423, 5.28217, -0.77828], [-1.53902, 5.18818, 0.65390], [-0.40383, -0.55640, -7.94084], [1.07082, -0.49467, -6.90742], [0.84759, -2.01364, -5.94160], [0.14636, -1.79467, -4.59938], [1.01490, -0.93523, -3.69763], [0.38434, -0.54050, -2.40495], [0.23579, -1.46622, -1.00660], [1.57891, -2.65828, -1.04266], [2.91213, -2.24062, -1.15791], [3.92609, -3.16794, -1.28538], [3.63017, -4.52985, -1.29377], [2.31597, -4.95516, -1.19129], [1.28947, -4.02592, -1.07555], [-1.30652, -2.37719, -0.94737], [-1.62956, -3.11757, 0.19003], [-2.80241, -3.85235, 0.22279], [-3.66339, -3.83884, -0.87062], [-3.35018, -3.09157, -1.99698], [-2.17167, -2.36037, -2.03968], [-0.21821, 1.01625, -2.12708], [-1.39744, 1.39704, -3.41245], [-0.90642, 1.90243, -4.61992], [-1.77567, 2.09977, -5.68379], [-3.11819, 1.78064, -5.55328], [-3.59795, 1.24047, -4.36311], [-2.74295, 1.04263, -3.29539], [1.18845, 2.13194, -2.16620], [2.25478, 1.68221, -1.37090], [3.31806, 2.52421, -1.05538], [3.32445, 3.81960, -1.54715], [2.26125, 4.27429, -2.32386], [1.18263, 3.45021, -2.61380], [-0.37566, 0.32258, -8.58240], [-1.31779, -0.53952, -7.34804], [-0.37911, -1.44153, -8.57298], [1.83105, -2.46159, -5.78865], [0.28004, -2.71765, -6.54922], [-0.04769, -2.76149, -4.12283], [-0.81496, -1.29913, -4.76921], [1.26810, -0.00552, -4.21405], [1.95253, -1.44299, -3.46627], [3.17089, -1.18641, -1.17498], [4.95111, -2.83917, -1.39343], [4.42742, -5.25416, -1.39509], [2.08069, -6.01041, -1.21658], [0.26944, -4.37824, -1.02866], [-0.95956, -3.15393, 1.04353], [-3.03808, -4.45769, 1.08863], [-4.57162, -4.42675, -0.84644], [-4.01204, -3.09795, -2.85297], [-1.92460, -1.79418, -2.92762], [0.14246, 2.12785, -4.75632], [-1.39598, 2.49844, -6.61446], [-3.79518, 1.94479, -6.38127], [-4.64415, 0.97855, -4.27521], [-3.11167, 0.61588, -2.37492], [2.33484, 0.62063, -1.10732], [4.14342, 2.15706, -0.46171], [4.15808, 4.47732, -1.34108], [2.27985, 5.28429, -2.71376], [0.35116, 3.83509, -3.18999], [1.29205, 1.58679, 8.89179], [1.07563, 1.27340, 7.45780], [1.25676, 2.25364, 6.46855], [1.05682, 1.99176, 5.13718], [1.30888, 3.08225, 4.14288], [0.63123, 0.66978, 4.75167], [0.30668, 0.30341, 3.45557], [0.27530, 1.07463, 2.41420], [0.49738, -0.35981, 5.76246], [0.14207, -1.78070, 5.42650], [0.71283, -0.02987, 7.07371], [1.48864, 2.64189, 9.06071], [2.13907, 1.00565, 9.26795], [0.42333, 1.28162, 9.47902], [1.57854, 3.24125, 6.77334], [1.85990, 3.89199, 4.61585], [0.36943, 3.49765, 3.77192], [1.87882, 2.72739, 3.28459], [0.03758, -0.73576, 3.28201], [0.90126, -2.24572, 4.79341], [-0.82399, -1.85861, 4.92334], [0.08063, -2.37012, 6.33758], [0.60860, -0.78613, 7.84125], [-3.38842, -1.22712, 2.67861], [-2.13271, -0.70061, 2.14435], [-2.07169, 0.45276, 1.06096], [-3.03419, 0.16047, -0.13517], [-4.49539, 0.28342, -0.10481], [-2.70043, 1.74369, 1.71224], [-2.51535, 2.25333, 3.05638], [-3.85669, -1.85035, 1.92109], [-4.04522, -0.41405, 2.98173], [-3.11873, -1.82553, 3.54313], [-4.76980, 0.99801, -0.87548], [-4.83288, 0.64612, 0.86152], [-4.90094, -0.70004, -0.32306], [-3.31285, 2.97385, 3.20681], [-1.54241, 2.73423, 3.13102], [-2.60200, 1.44464, 3.77995], [4.93974, 0.01094, 2.95305], [3.82076, -0.42116, 2.31247], [3.37037, -1.64657, 2.47655], [2.23944, -1.62026, 1.80415], [2.02572, -0.40900, 1.27024], [3.06570, 0.35892, 1.61395], [5.54963, -0.78102, 3.13405], [5.38223, 0.76482, 2.43894], [1.59115, -2.47342, 1.69692]], "atomic_forces_ev_per_a": [[0.1, 0.4, 0.0], [-0.1, 0.0, 0.0], [0.1, 0.1, 0.1], [-0.1, 0.0, -0.1], [0.0, 0.0, 0.0], [0.0, 0.0, 0.0], [0.0, 0.0, 0.0], [0.1, 0.0, 0.1], [-0.1, 0.0, 0.0], [0.0, 0.0, 0.0], [0.0, 0.0, 0.0], [0.0, 0.1, 0.0], [0.0, 0.0, -0.1], [-0.1, -0.1, -0.1], [0.0, 0.2, 0.0], [0.1, 0.0, 0.0], [0.0, 0.0, 0.0], [0.0, 0.0, 0.0], [0.0, 0.0, 0.0], [0.0, 0.1, -0.2], [0.0, 0.0, 0.1], [0.0, 0.0, 0.0], [0.0, 0.0, 0.0], [0.0, 0.0, 0.0], [0.0, 0.0, 0.0], [-0.1, -0.2, -0.1], [0.1, -0.1, 0.0], [0.0, 0.0, 0.0], [0.0, 0.0, 0.0], [0.0, 0.0, 0.0], [0.0, 0.0, 0.0], [-0.1, 0.0, 0.1], [0.0, 0.0, -0.1], [0.0, -0.2, 0.2], [0.0, 0.1, 0.0], [0.0, 0.0, 0.0], [0.0, 0.0, 0.0], [-0.1, -0.1, 0.0], [0.0, 0.0, 0.0], [0.0, 0.0, 0.0], [0.0, 0.0, 0.0], [0.0, 0.0, 0.0], [0.0, 0.0, 0.0], [0.0, 0.0, 0.0], [0.0, 0.0, 0.0], [0.0, 0.0, 0.0], [0.0, 0.0, 0.0], [0.0, -0.1, 0.0], [0.0, 0.0, 0.0], [0.0, 0.0, 0.0], [0.0, 0.0, 0.0], [0.0, 0.0, 0.0], [0.0, 0.0, 0.0], [0.0, 0.0, 0.0], [0.0, 0.0, 0.0], [0.0, 0.0, 0.0], [0.0, 0.0, 0.0], [0.0, 0.0, 0.0], [0.0, 0.0, 0.0], [0.0, 0.0, 0.0], [0.0, 0.0, 0.0], [0.0, 0.0, 0.0], [0.1, 0.0, -0.2], [0.0, 0.0, 0.0], [0.0, 0.0, 0.0], [0.0, 0.0, 0.0], [0.0, 0.0, 0.0], [0.0, 0.0, 0.0], [0.0, 0.0, -0.1], [0.0, 0.0, -0.1], [0.0, 0.0, 0.1], [0.0, 0.1, 0.0], [0.0, 0.0, 0.0], [0.1, -0.1, 0.1], [-0.1, 0.0, 0.1], [0.0, 0.0, 0.1], [-0.1, -0.1, 0.0], [0.0, 0.0, -0.1], [0.0, 0.0, 0.0], [0.0, 0.0, 0.0], [0.0, 0.0, 0.0], [0.0, 0.0, 0.0], [0.0, 0.0, 0.0], [0.0, 0.0, 0.0], [0.0, 0.0, 0.0], [0.0, 0.0, 0.0], [0.0, 0.0, 0.0], [0.0, 0.0, 0.0], [0.0, 0.0, 0.0], [0.0, 0.0, 0.0], [0.0, 0.0, 0.0], [0.1, 0.2, -0.2], [-0.4, -0.2, 0.2], [0.2, 0.0, 0.2], [0.0, 0.0, 0.0], [0.1, -0.1, -0.2], [0.0, 0.0, 0.0], [0.0, 0.0, 0.0], [0.0, 0.0, 0.0], [0.0, 0.0, 0.0], [0.0, 0.0, 0.0], [0.0, 0.0, 0.0], [0.0, 0.0, 0.0], [0.0, 0.0, 0.0], [-0.1, 0.0, 0.0], [0.0, 0.0, 0.0], [0.0, 0.0, 0.0], [-0.2, 0.1, -0.1], [0.1, -0.1, 0.1], [-0.1, -0.1, 0.0], [0.2, 0.1, -0.1], [0.1, 0.0, 0.1], [0.0, 0.0, 0.0], [0.0, 0.0, 0.0], [0.0, 0.0, 0.0]], "lowdin_spin": [1.738, 0.021, 0.002, 0.001, 0.000, 0.000, 0.000, 0.000, 0.000, 0.001, 0.001, 0.010, 0.010, 0.000, -0.001, 0.000, -0.001, 0.000, -0.001, 0.002, 0.001, 0.000, 0.000, 0.001, -0.001, -0.012, -0.004, -0.002, 0.000, -0.001, 0.000, -0.001, 0.007, 0.009, 0.002, 0.007, 0.002, 0.006, 0.000, 0.000, 0.000, 0.000, 0.000, 0.000, 0.000, 0.000, 0.000, 0.000, 0.000, 0.000, 0.000, 0.000, 0.000, 0.000, 0.000, 0.000, 0.000, 0.000, 0.000, 0.000, 0.000, 0.000, 0.002, 0.000, 0.000, 0.000, 0.000, 0.003, 0.013, 0.002, 0.005, 0.001, 0.011, 0.002, 0.058, 0.004, 0.000, 0.002, 0.000, 0.001, 0.001, 0.000, 0.000, 0.001, 0.000, 0.002, 0.000, 0.000, 0.000, 0.000, 0.002, 0.012, 0.018, -0.003, -0.001, 0.004, 0.000, 0.000, 0.000, 0.000, 0.000, 0.000, 0.000, 0.000, 0.000, 0.000, 0.003, 0.007, 0.001, 0.011, 0.023, 0.012, 0.000, 0.000, 0.001], "e_tot_ev": -243190.2576, "spin_multiplicity": 3, "s2": 2.02, "mol_weight_da": 1188.59, "max_force_ev_per_a": 0.5, "total_charge": 4, "e_above_lowest_ev": 0.420, "homo_ev": [-16.06, -16.06]}

---

2.
{"formula": "C11H27AuCl2SbSe2", "method": "ωB97M-V/def2-TZVPD", "species": ["Au", "C", "Se", "C", "C", "Se", "C", "H", "H", "H", "H", "H", "H", "H", "H", "H", "H", "Cl", "C", "Cl", "H", "H", "C", "C", "Sb", "C", "C", "C", "C", "H", "H", "H", "H", "H", "H", "H", "H", "H", "H", "H", "H", "H", "H", "H"], "coordinates": [[0.81211, -0.25107, 0.53049], [-0.77329, 3.94795, -0.25142], [-0.11163, 2.16572, 0.14460], [-0.00937, 2.32827, 2.08222], [-1.27156, 2.02973, 2.86766], [-1.83425, 0.22190, 2.43206], [-3.16465, -0.01338, 3.82819], [-0.91996, 3.99757, -1.32713], [-0.03842, 4.68766, 0.05333], [-1.72328, 4.10861, 0.24985], [0.37692, 3.32051, 2.31701], [0.76812, 1.61420, 2.38079], [-2.10061, 2.70520, 2.66251], [-1.02665, 2.08592, 3.92865], [-2.72436, 0.12452, 4.81214], [-3.54164, -1.02930, 3.74089], [-3.97961, 0.68801, 3.67106], [-2.36845, -0.82754, -1.41358], [-3.61627, -1.79861, -2.21723], [-3.32560, -3.53388, -2.03197], [-3.60306, -1.55980, -3.27318], [-4.56735, -1.55826, -1.75915], [2.12836, -3.56100, 2.15114], [1.94209, -3.77358, 0.65103], [0.31189, -2.65132, -0.10584], [0.34399, -3.14850, -2.16517], [0.45533, -4.65220, -2.40614], [-1.29848, -3.41378, 1.03338], [-1.40102, -4.93553, 0.98492], [2.97515, -4.14083, 2.51834], [1.25072, -3.87316, 2.71992], [2.31995, -2.51275, 2.38765], [1.76776, -4.82437, 0.41664], [2.82085, -3.45415, 0.08951], [1.21666, -2.61383, -2.54206], [-0.54305, -2.72189, -2.62675], [1.37427, -5.06811, -1.99432], [0.46167, -4.84914, -3.47865], [-0.38647, -5.19831, -1.98081], [-2.20745, -2.92046, 0.69359], [-1.07822, -3.05041, 2.03922], [-1.65634, -5.29133, -0.01292], [-2.18541, -5.27348, 1.66296], [-0.47423, -5.42043, 1.29352]], "atomic_forces_ev_per_a": [[-0.2, -0.2, -0.5], [0.1, 0.3, -0.3], [-0.3, 0.3, 0.2], [0.1, 0.2, 0.4], [0.0, -0.1, -0.1], [-0.2, -0.3, 0.0], [0.0, 0.0, 0.1], [0.0, 0.0, 0.0], [0.0, 0.0, 0.0], [0.0, -0.1, 0.1], [0.0, 0.0, -0.1], [0.0, 0.1, 0.1], [0.1, 0.1, -0.1], [-0.1, -0.1, 0.0], [0.0, 0.0, 0.0], [0.0, 0.0, 0.0], [0.0, 0.0, 0.0], [0.0, 0.1, 0.0], [0.0, 0.0, 0.0], [0.0, 0.0, 0.0], [0.0, 0.0, 0.0], [0.0, 0.0, 0.0], [0.0, 0.0, 0.0], [0.0, -0.2, 0.1], [0.6, 0.1, 0.4], [-0.1, -0.1, -0.1], [0.0, 0.0, -0.1], [-0.1, -0.1, -0.1], [-0.1, 0.1, 0.0], [0.0, 0.0, 0.0], [0.0, 0.0, 0.0], [0.0, 0.0, 0.0], [0.0, 0.0, 0.0], [0.0, 0.0, 0.0], [0.0, 0.0, -0.1], [0.0, 0.0, 0.0], [0.0, 0.0, 0.0], [0.0, 0.0, 0.0], [0.0, 0.0, 0.0], [0.0, 0.0, 0.0], [0.0, 0.0, 0.0], [0.0, 0.0, 0.0], [0.0, 0.0, 0.0], [0.0, 0.0, 0.0]], "lowdin_charge": [0.297, -0.349, 0.819, -0.598, -0.551, 0.831, -0.393, 0.029, 0.035, 0.035, 0.078, 0.036, 0.071, 0.079, 0.027, 0.017, 0.026, 0.504, -0.951, 0.568, 0.034, 0.033, -0.189, -0.434, 1.314, -0.418, -0.167, -0.432, -0.166, 0.077, 0.063, 0.051, 0.051, 0.061, 0.058, 0.005, 0.065, 0.081, 0.053, 0.013, 0.041, 0.047, 0.082, 0.065], "e_tot_ev": -177805.1977, "mol_weight_da": 706.89, "max_force_ev_per_a": 0.7, "total_charge": 1, "e_above_lowest_ev": 0.067, "homo_ev": -10.99}

---

3.
{"formula": "C5H8N2", "method": "ωB97M-V/def2-TZVPD", "species": ["C", "C", "C", "N", "C", "C", "N", "H", "H", "H", "H", "H", "H", "H", "H"], "coordinates": [[-0.89586, 1.39795, 0.04145], [-0.08632, 0.11381, 0.18990], [-0.98044, -1.10615, 0.38972], [0.75293, -0.02898, -1.03805], [1.03476, 0.32306, 1.18336], [1.97526, -0.60249, -1.00199], [3.02780, -1.09506, -0.98893], [-1.44818, 1.57996, 0.96814], [-1.61430, 1.33804, -0.78404], [-0.21880, 2.24524, -0.10630], [-1.77867, -1.13744, -0.36047], [-0.40149, -2.03270, 0.32391], [-1.44813, -1.06197, 1.38092], [0.71191, 0.76679, -1.66341], [1.36955, -0.70007, 1.46579]], "atomic_forces_ev_per_a": [[-0.1, 0.0, 0.0], [-0.1, 0.1, 0.2], [0.0, -0.1, 0.1], [0.2, 0.1, 0.0], [-0.2, -0.2, -0.1], [0.9, -0.5, 0.0], [-1.1, 0.3, -0.1], [0.0, 0.0, -0.2], [0.1, 0.0, 0.1], [-0.1, -0.1, 0.0], [0.1, 0.0, 0.1], [0.0, 0.1, 0.0], [0.1, 0.0, -0.1], [0.1, 0.0, 0.1], [0.0, 0.2, -0.1]], "lowdin_charge": [-0.067, -0.691, -0.042, 0.075, 0.240, -0.345, 0.150, 0.090, 0.086, 0.083, 0.085, 0.084, 0.089, 0.141, 0.022], "e_tot_ev": -8290.1729, "mol_weight_da": 96.13, "max_force_ev_per_a": 1.1, "e_above_lowest_ev": 4.823, "homo_ev": [-9.34, -9.32]}